Record 1
# C31H38BiN2P2Se2Si2Te2

A molecular structure, C31H38BiN2P2Se2Si2Te2 (the ωB97M-V functional and the def2-TZVPD basis, the OMol25 dataset).

Values from the calculation:
frontier orbital gap	5.76	eV
energy above the lowest of the compared OMol25 structures with the same formula, charge and spin	0.089	eV
E_LUMO	0.083	Eh
DFT total energy	-8129.078942	a.u.
net charge	-1
E_HOMO	-3.511	eV

Structure (XYZ):
```
80
Properties=species:S:1:pos:R:3:forces:R:3
Bi -0.4149 1.4078 -1.9108 -0.002 -0.413 0.175
C 3.8143 3.1764 -1.3029 0.070 0.190 0.104
Si 3.3288 1.5124 -1.9879 -0.014 0.007 -0.086
C 4.7320 0.3040 -1.6536 0.079 -0.112 0.047
C 3.1151 1.6367 -3.8235 0.092 0.125 -0.146
N 1.8311 0.9579 -1.3179 0.114 -0.266 0.057
P 1.4490 0.3540 0.1361 -0.024 0.821 -0.019
C -0.2246 0.5645 0.1896 0.131 -1.049 -0.545
P -1.7679 -0.1103 0.4189 -0.161 0.815 0.453
N -2.7360 0.5823 -0.6353 0.104 -0.434 -0.248
Si -3.7607 -0.0516 -1.8552 -0.035 0.087 0.223
C -3.9027 1.1909 -3.2343 -0.027 0.089 -0.255
C -5.4992 -0.3689 -1.1977 -0.153 -0.096 -0.015
C -3.1108 -1.6487 -2.6112 0.023 -0.143 -0.085
C -2.3010 0.2761 2.1244 -0.046 -0.162 0.043
C -3.5381 0.8473 2.3867 -0.023 0.034 0.004
C -3.9542 1.0456 3.7009 0.007 0.013 -0.055
C -3.1332 0.6720 4.7539 0.053 0.007 -0.016
C -1.8824 0.1167 4.4974 0.013 -0.004 -0.074
C -1.4701 -0.0790 3.1881 -0.114 0.092 -0.004
C -1.9580 -1.9295 0.4890 0.100 -0.065 0.040
C -3.2204 -2.4434 0.7996 0.113 -0.012 0.017
C -3.4260 -3.8119 0.8558 -0.003 0.052 -0.012
C -2.3687 -4.6852 0.6174 0.029 0.006 -0.005
C -1.1074 -4.1837 0.3380 -0.010 0.072 -0.015
C -0.9048 -2.8072 0.2706 -0.152 -0.038 -0.017
C 2.2522 1.3520 1.4403 0.133 -0.046 0.013
C 1.5452 2.4341 1.9617 0.040 -0.042 0.047
C 2.1782 3.3490 2.7943 0.000 -0.045 -0.036
C 3.5158 3.1800 3.1273 -0.049 0.024 -0.017
C 4.2181 2.0847 2.6416 -0.033 -0.035 -0.035
C 3.5900 1.1782 1.7987 -0.067 0.043 0.064
C 2.1821 -1.2918 0.3423 -0.210 -0.146 0.054
C 2.3533 -1.8517 1.6065 0.044 -0.080 -0.032
C 2.7692 -3.1710 1.7361 -0.023 0.067 -0.015
C 3.0114 -3.9358 0.6021 -0.018 -0.011 -0.005
C 2.8289 -3.3867 -0.6615 -0.025 0.059 0.019
C 2.4105 -2.0689 -0.7914 0.131 -0.031 0.066
H 4.7091 3.5496 -1.8161 -0.077 -0.016 0.061
H 4.0270 3.1335 -0.2295 -0.015 0.022 -0.072
H 3.0045 3.8962 -1.4589 0.050 -0.051 0.004
H 5.6813 0.7603 -1.9582 -0.081 -0.039 0.016
H 4.6025 -0.6172 -2.2312 0.023 0.058 0.054
H 4.8187 0.0278 -0.5995 0.034 -0.002 -0.081
H 4.0802 1.8436 -4.3045 -0.105 -0.032 0.045
H 2.4321 2.4478 -4.0943 -0.002 -0.091 -0.030
H 2.7070 0.7181 -4.2519 0.015 0.052 -0.012
H -4.0506 2.2079 -2.8611 0.012 -0.032 -0.006
H -4.7617 0.9328 -3.8679 0.106 0.049 0.047
H -3.0210 1.2040 -3.8882 -0.065 0.059 0.077
H -5.7631 0.3633 -0.4279 0.008 -0.033 -0.064
H -5.5968 -1.3709 -0.7653 0.001 0.102 -0.004
H -6.2346 -0.2858 -2.0066 0.047 -0.032 0.096
H -2.0174 -1.6132 -2.6904 -0.078 -0.017 -0.045
H -3.5099 -1.7825 -3.6240 0.035 0.009 0.106
H -3.3692 -2.5339 -2.0216 0.046 0.068 -0.044
H -4.1615 1.1422 1.5485 0.012 -0.027 0.045
H -4.9218 1.4916 3.9013 0.031 -0.010 -0.017
H -3.4592 0.8203 5.7764 0.004 0.005 -0.012
H -1.2325 -0.1619 5.3189 -0.016 0.009 -0.019
H -0.4936 -0.5047 2.9771 0.000 -0.024 0.041
H -4.0388 -1.7593 0.9955 -0.009 -0.038 0.008
H -4.4093 -4.2021 1.0895 0.006 0.011 -0.018
H -2.5318 -5.7560 0.6500 0.003 0.022 0.035
H -0.2739 -4.8565 0.1743 -0.018 0.015 -0.032
H 0.0744 -2.4147 0.0447 -0.005 -0.027 -0.036
H 0.4974 2.5432 1.7033 0.034 0.049 -0.031
H 1.6255 4.1997 3.1741 0.004 -0.025 0.002
H 4.0131 3.9035 3.7630 -0.024 -0.033 0.004
H 5.2585 1.9449 2.9087 -0.005 -0.009 -0.010
H 4.1456 0.3309 1.4170 0.021 0.009 -0.005
H 2.1603 -1.2514 2.4890 0.008 -0.030 0.001
H 2.8982 -3.6051 2.7198 0.007 0.020 -0.006
H 3.3404 -4.9640 0.7042 -0.028 0.045 -0.009
H 3.0062 -3.9890 -1.5439 0.010 0.024 -0.003
H 2.2548 -1.6242 -1.7673 0.002 -0.037 -0.009
Se -0.1779 2.1736 -5.6964 -0.076 0.008 0.174
Te 0.0958 4.5539 -5.0524 0.057 -0.054 -0.049
Te -1.5823 4.8679 -2.9737 -0.066 0.024 0.002
Se -0.2699 3.8383 -1.0588 0.008 0.625 0.105
```
Forces are in eV/Å.

Record 2
# C10H14BIMoN6

A molecular structure, C10H14BIMoN6 (the ωB97M-V functional and the def2-TZVPD basis, the OMol25 dataset).

Values from the calculation:
frontier orbital gap (spin up / spin down)	5.99 / 5.06	eV
energy above the lowest of the compared OMol25 structures with the same formula, charge and spin	0.000	eV
E_LUMO (spin up / spin down)	-0.650 / -0.684	Eh
2S+1	3
DFT total energy	-1106.920064	a.u.
net charge	+4
E_HOMO (spin up / spin down)	-23.674 / -23.683	eV

Structure (XYZ):
```
33
Properties=species:S:1:pos:R:3:forces:R:3
C -0.1932 3.1014 1.1264 0.184 1.045 -1.376
N 0.0033 1.8470 0.6133 -0.732 -1.639 -0.075
N 0.2277 1.9579 -0.7619 0.024 -0.057 0.163
C 0.1305 3.2462 -1.0928 0.400 -1.161 -0.013
C -0.1253 3.9977 0.0552 -0.226 -0.393 2.031
B 0.3862 0.6836 -1.6444 -0.287 0.685 -0.392
N 1.4586 -0.2199 -0.9589 2.099 -1.337 -1.077
N 1.3050 -0.5829 0.3816 2.177 -1.851 1.239
C 2.3518 -1.4006 0.6907 -3.237 1.642 1.870
C 3.1242 -1.5911 -0.4467 2.518 -1.746 -0.081
C 2.5374 -0.8514 -1.4557 -2.945 2.794 -1.722
Mo -0.5187 0.0818 1.3464 -0.371 0.314 -0.199
N -0.9502 -0.1141 -1.5390 -0.134 0.122 -0.224
N -1.4371 -0.4931 -0.2692 0.623 0.538 -0.148
C -2.5947 -1.2288 -0.5048 -0.203 -0.085 0.377
C -2.8161 -1.2686 -1.8519 -1.437 -0.984 0.717
C -1.7888 -0.5706 -2.4798 1.680 0.795 1.266
H -3.1088 -1.6235 0.3863 -0.061 0.063 -0.898
H -1.5516 -0.3680 -3.5095 -0.216 -0.086 -0.391
H -3.6378 -1.7608 -2.3483 -0.118 -0.043 -0.030
H 0.7137 0.9697 -2.7724 -0.291 -0.274 0.534
H 2.7802 -0.7180 -2.5095 0.254 -0.134 0.203
H 0.2714 3.5147 -2.1287 -0.054 0.367 -0.077
H 4.0123 -2.2194 -0.5537 -0.162 0.127 0.126
H -0.2627 5.0515 0.1244 -0.051 0.619 -0.065
H 2.4678 -1.7984 1.7026 0.124 0.072 -0.430
H -0.3832 3.1753 2.1931 0.107 0.539 -0.314
H -0.5903 -1.9518 2.0533 0.117 -0.368 0.292
C -0.0530 -2.3118 3.0005 0.454 1.070 -0.206
H 0.6532 -3.0722 2.6823 -0.293 -0.344 -0.088
H 0.5398 -1.5432 3.5275 -0.164 0.165 -0.177
H -0.8126 -2.6396 3.6998 -0.186 -0.288 -0.091
I -2.1392 0.7010 3.2441 0.405 -0.169 -0.745
```
Forces are in eV/Å.

Record 3
# C28H52P2Pt

A molecular structure, C28H52P2Pt (the ωB97M-V functional and the def2-TZVPD basis, the OMol25 dataset).

Values from the calculation:
frontier orbital gap (spin up / spin down)	6.09 / 5.39	eV
E_LUMO (spin up / spin down)	-0.225 / -0.286	Eh
2S+1	5
DFT total energy	-1899.257766	a.u.
net charge	+2
E_HOMO (spin up / spin down)	-12.216 / -13.166	eV

Structure (XYZ):
```
83
Properties=species:S:1:pos:R:3:forces:R:3
Pt 2.1036 -0.3373 -1.2252 -2.482 -1.121 1.280
C 0.6246 2.5438 2.6718 0.230 -0.258 0.143
C 0.1061 3.5430 1.8127 -0.107 0.229 0.072
C -1.6400 2.1835 2.4457 -0.132 -0.243 0.025
C -0.4415 1.6623 3.0039 -0.054 0.085 0.323
C -1.2983 3.3315 1.6885 0.012 0.237 0.089
C 2.0119 2.4714 3.1955 0.220 -0.213 0.071
H 2.7486 2.6363 2.3957 -0.200 0.021 0.269
H 2.2135 1.4957 3.6620 -0.029 0.384 -0.192
H 2.1870 3.2408 3.9678 -0.128 -0.146 -0.271
C -0.3574 0.4821 3.8829 0.219 -0.434 -0.024
H 0.6563 0.0622 3.8820 -0.217 0.167 0.194
H -1.0226 -0.3151 3.5337 -0.045 0.262 0.157
H -0.6395 0.7441 4.9176 0.103 -0.115 -0.273
C -3.0050 1.6626 2.6862 -0.297 -0.302 -0.139
H -3.4613 2.1299 3.5778 0.203 -0.075 -0.254
H -2.9983 0.5760 2.8539 0.043 0.327 -0.019
H -3.6710 1.8624 1.8354 0.187 0.039 0.281
C -2.2625 4.2303 1.0288 -0.100 0.165 -0.368
H -2.7404 4.8762 1.7805 0.048 -0.101 -0.111
H -3.0646 3.6715 0.5280 0.181 0.139 0.135
H -1.7694 4.8821 0.3002 -0.202 -0.121 0.131
C 0.8704 4.6749 1.2543 0.059 0.174 -0.370
H 1.0181 5.4546 2.0170 0.013 -0.160 -0.101
H 0.3261 5.1327 0.4214 0.235 -0.028 0.161
H 1.8641 4.3613 0.9043 -0.240 0.100 0.145
C 2.4047 -2.3253 -2.4347 0.321 -1.159 -0.836
C 3.5778 -1.5306 -1.8281 -0.579 0.103 0.404
C 4.5374 -0.6817 -2.6464 0.664 0.633 -0.247
C 3.9998 0.7056 -3.1865 0.495 -0.161 0.089
C 2.5877 0.9987 -2.7438 -0.937 0.454 -0.890
C 1.4508 0.1992 -3.1615 0.524 1.919 -1.368
C 1.5178 -0.8376 -4.2713 -0.355 -0.415 -0.283
C 2.3172 -2.1066 -3.9308 -0.231 -0.231 -0.638
H 4.9915 -1.2464 -3.4670 -0.065 -0.139 0.123
H 4.0971 0.7888 -4.2829 -0.076 -0.202 0.306
H 5.3674 -0.4567 -1.9601 -0.222 -0.086 -0.235
H 3.3142 -2.0396 -4.3812 -0.131 -0.138 0.271
H 2.5328 -3.3749 -2.1257 0.082 0.372 -0.335
H 4.0430 -2.0594 -0.9762 -0.163 0.280 -0.500
H 1.8511 -2.9880 -4.3821 -0.016 0.195 -0.089
H 0.4911 -1.1495 -4.5211 0.206 0.201 0.174
H 0.4800 0.7161 -3.1152 0.550 -0.250 0.112
H 1.8982 -0.3720 -5.2026 -0.061 -0.100 0.511
H 4.6384 1.5085 -2.7785 -0.171 -0.467 -0.176
H 2.3051 2.0419 -2.5084 0.520 -0.568 -0.005
P 0.5321 -2.1914 -1.4640 0.685 1.127 1.721
P -2.4310 -0.0263 -0.9873 1.371 0.921 -0.075
C -1.1641 -2.3319 -2.3321 0.443 -0.684 -0.515
C -2.1463 -1.1436 -2.4671 -0.177 0.192 -0.289
H -1.7140 -3.1461 -1.8334 0.658 0.026 -0.022
H -0.8841 -2.7070 -3.3321 -0.424 0.056 0.186
H -1.8395 -0.5104 -3.3216 -0.289 -0.426 0.400
H -3.1467 -1.5483 -2.7057 0.513 -0.174 -0.155
C -4.1906 0.4050 -0.9223 -0.337 -0.371 -0.568
H -4.3075 1.3108 -0.3136 0.061 -0.224 -0.195
H -4.7125 -0.4182 -0.4217 -0.096 0.216 -0.122
H -4.6085 0.5654 -1.9201 -0.215 0.088 0.186
C -1.6787 1.4682 -1.7927 0.062 0.275 -0.125
H -1.4728 1.2585 -2.8575 -0.170 0.432 0.487
H -0.7208 1.6692 -1.2883 -0.227 0.178 -0.191
H -2.3245 2.3569 -1.7361 0.242 -0.206 0.070
C 0.7302 -3.6022 -0.3174 -0.292 -0.729 -0.162
H 0.9512 -3.2349 0.6958 -0.102 0.018 -0.535
H 1.5606 -4.2495 -0.6411 -0.403 0.096 0.163
H -0.1975 -4.1972 -0.2830 0.429 0.105 0.063
C 2.7027 0.2781 0.6077 0.245 0.987 0.686
H 1.9328 0.1536 1.3687 -0.045 -0.125 0.048
H 2.9636 1.3479 0.5284 0.187 -0.520 0.251
H 3.5741 -0.3429 0.8587 -0.073 0.314 0.083
C -0.7614 -3.2360 3.0479 -0.143 -0.102 0.092
C -1.9571 -2.8394 2.1680 -0.263 -0.789 0.022
C -3.1690 -2.3812 3.0035 -0.079 -0.084 0.068
C -1.5762 -1.8877 1.1084 0.563 -0.014 -0.284
H -0.3776 -2.3802 3.6184 -0.074 -0.193 -0.077
H 0.0569 -3.6342 2.4364 -0.184 0.057 0.248
H -1.0638 -4.0179 3.7554 0.136 0.197 -0.065
H -2.2708 -3.7440 1.6134 -0.035 0.125 0.412
H -2.8922 -1.5797 3.7019 -0.042 -0.126 -0.104
H -3.9745 -2.0116 2.3555 0.173 -0.082 0.148
H -3.5711 -3.2139 3.5972 0.148 0.230 -0.111
H -0.8123 -1.1156 1.2793 -0.390 -0.301 -0.238
H -1.8012 -2.1716 0.0745 0.270 0.255 0.754
```
Forces are in eV/Å.

> Among the records above, which one has the highest net charge?

C10H14BIMoN6

> Which of these has the lowest net charge?

C31H38BiN2P2Se2Si2Te2

> Among the records above, which one has the highest DFT total energy?

C10H14BIMoN6

> net charge of number 1 (C31H38BiN2P2Se2Si2Te2)?

-1